--- A ---
ORCA calculation (ωB97M-V/def2-TZVPD) on an isolated molecule of C2H8N4.

Output
E_LUMO ... 0.8 eV
Charge ... 0

Each line ends with the Löwdin charge.
Geometry (Å):
C -0.1102 0.7364 0.0838  -0.159
C 2.0242 -0.4969 0.1768  -0.158
N -1.5914 0.2271 -0.2041  -0.315
N -2.0927 -0.8689 0.4419  -0.091
N -2.7917 0.4314 0.5530  -0.062
N 1.0435 0.2349 -0.5827  -0.131
H -0.4066 1.7806 0.0187  0.113
H -2.5514 -1.5383 -0.1302  0.064
H -0.2269 0.3266 1.1545  0.138
H 2.9663 -0.4590 -0.4509  0.086
H 2.4224 0.1000 1.1454  0.117
H 1.8301 -1.5318 0.4792  0.071
H -1.8398 0.2424 -1.2525  0.177
H 1.3241 0.8155 -1.4330  0.150

---

--- B ---
ORCA calculation (ωB97M-V/def2-TZVPD) on a cluster of 2 separate species, C2H8N4 in total.

Output
E_LUMO ... 0.9 eV
Structure (SMILES) ... [H]/N=C/N.[H]/N=C/N
Charge ... 0

Each line ends with the Löwdin charge.
Geometry (Å):
H -3.6015 -2.6874 1.8826  0.025
N -3.5901 -2.1995 2.7761  0.048
C -2.7734 -1.2114 2.6604  -0.405
N -2.7946 -0.1411 3.5075  0.057
H -2.0391 -1.2345 1.8695  0.102
H -3.6525 -0.2042 4.0458  0.088
H -1.9470 0.0627 4.0115  0.084
H 3.3697 2.9715 -3.1380  0.044
N 2.5932 2.3032 -3.1142  -0.013
C 3.1234 1.1705 -3.4120  -0.373
N 3.2671 0.1940 -2.4260  0.075
H 3.5345 0.9630 -4.3980  0.102
H 3.7335 -0.6456 -2.7540  0.077
H 2.4517 0.0232 -1.8558  0.090

---

Referenced to the most stable arrangement, the calculated values in hartree are A 0.1566; B 0.0000.

---

--- A ---
ORCA calculation (ωB97M-V/def2-TZVPD) on a structure of composition C4H7ClN2.

Output
E_LUMO (spin up / spin down) ... -0.5 / -0.8 eV
Charge ... 0

Each line ends with the Löwdin charge.
Geometry (Å):
C 0.0814 -0.8072 0.5154  -0.150
C 0.4117 0.1622 -0.6251  -0.873
C -2.1541 -0.1793 1.2376  0.073
C 1.8360 0.7069 -0.8053  -0.133
N -0.1181 -1.8015 -0.4583  0.038
N 0.0461 -1.0237 -1.4490  0.055
Cl -0.5753 1.5850 -0.8255  0.708
H 0.5317 -1.0061 1.4738  0.087
H -2.6350 -1.1201 1.4631  0.001
H -2.0850 0.2008 0.1871  -0.064
H -2.3251 0.6594 1.9938  0.040
H 2.6638 0.0346 -0.7019  0.066
H 2.2179 1.5194 -0.2008  0.071
H 2.1040 1.0695 -1.8049  0.080

---

--- B ---
ORCA calculation (ωB97M-V/def2-TZVPD) on an isolated molecule of C4H7ClN2.

Output
E_LUMO (spin up / spin down) ... -0.5 / -0.6 eV
Charge ... 0

Each line ends with the Löwdin charge.
Geometry (Å):
C 1.2595 0.7700 0.0157  -0.275
C 0.5725 -1.5810 -1.3792  -0.049
C 0.2602 -0.0587 0.6812  -0.797
C -1.1089 0.5822 0.8172  -0.146
N 1.7905 0.3269 -1.3486  0.022
N 1.3123 -0.6765 -1.8737  -0.081
Cl 0.8551 -1.0147 1.9536  0.694
H 0.8778 1.8464 0.0138  0.123
H 2.2545 0.7825 0.7105  0.148
H 0.7623 -1.9958 -0.4885  -0.012
H 0.0967 -2.4143 -1.9611  0.093
H -1.8235 -0.2449 1.0609  0.071
H -1.4904 0.8591 -0.2545  0.113
H -1.2727 1.4391 1.5429  0.096

---

Referenced to the most stable arrangement, the calculated values in hartree are A 0.0171; B 0.0000.

---

--- A ---
ORCA calculation (ωB97M-V/def2-TZVPD) on a cluster of 2 separate species, C5H14NS2 in total.

Output
E_LUMO ... -5.3 eV
Charge ... +1

Each line ends with the Löwdin charge.
Geometry (Å):
C -0.2443 2.9812 1.4992  -0.178
C -0.6659 1.5415 1.7714  -0.550
S -1.6553 0.9812 0.2994  0.407
S -1.9097 -1.0437 0.6600  0.188
H -1.1240 3.6202 1.3685  0.075
H 0.3097 3.0604 0.5637  0.062
H 0.3051 3.3818 2.3499  0.081
H -1.3867 1.4821 2.5820  0.070
H 0.1878 0.8778 1.8627  0.055
H -0.2909 -1.3291 -0.2873  -0.012
C 1.8358 -2.0598 0.1504  -0.029
C 1.1296 -1.0780 -0.7280  -0.100
C 0.0592 -1.5372 -1.5193  -0.170
N -0.8398 -0.5639 -2.1742  0.121
H 2.5758 -2.6558 -0.3867  0.111
H 2.3068 -1.5742 0.9996  0.100
H 1.0960 -2.7357 0.5862  0.101
H 1.4135 -0.0340 -0.8138  0.141
H 0.1030 -2.4788 -2.0530  0.174
H -0.4925 0.3508 -1.8282  0.097
H -0.9392 -0.6009 -3.1885  0.183
H -1.7741 -0.5859 -1.7140  0.073

---

--- B ---
ORCA calculation (ωB97M-V/def2-TZVPD) on a cluster of 3 separate species, C5H14NS2 in total.

Output
E_LUMO ... -8.5 eV
Charge ... +1

Each line ends with the Löwdin charge.
Geometry (Å):
N 0.4638 -3.0660 2.8335  -0.013
C 1.6357 -2.5513 -1.2876  -0.085
C 2.6956 -1.8376 -0.8072  -0.068
S 0.2514 0.1606 0.7447  0.563
S -0.8618 -0.0125 -0.9599  0.750
C -1.2505 1.6728 -1.3802  -0.521
C -1.7143 2.3943 -0.0835  -0.351
C -0.6292 3.3562 0.4790  -0.125
H -0.4881 -3.3667 2.6410  -0.001
H 0.9074 -3.6053 3.6328  0.051
H 0.9995 -2.7295 1.9978  -0.010
H 0.6472 -2.5125 -0.8179  0.001
H 1.7163 -3.1414 -2.2583  0.086
H 3.7176 -2.1884 -1.0440  0.070
H 2.6409 -1.0178 -0.1060  -0.002
H -2.0598 1.7323 -2.1227  0.094
H -0.3202 2.2896 -1.7904  0.155
H -1.9548 1.5784 0.6398  0.055
H -2.6917 3.0453 -0.3404  0.165
H 0.2683 2.7969 0.7420  0.018
H -0.2637 3.9903 -0.3419  0.082
H -1.0234 4.0144 1.2550  0.087

---

Referenced to the most stable arrangement, the calculated values in hartree are A 0.0000; B 0.0457.

---

--- A ---
ORCA calculation (ωB97M-V/def2-TZVPD) on a cluster of 2 separate species, C4H10N3O in total.

Output
E_LUMO ... -4.5 eV
Charge ... +1

Each line ends with the Löwdin charge.
Geometry (Å):
C 2.1510 0.7339 -0.9096  -0.077
C 1.8348 -0.1540 0.9181  -0.063
C -2.2599 1.1511 0.9114  -0.039
C -1.1370 0.2108 0.3669  -0.336
N 2.1824 1.0224 0.4234  0.190
N 1.6894 -0.4575 -1.1945  0.086
N 1.4509 -1.1019 -0.0328  0.132
O -0.5232 0.4737 -0.8535  -0.099
H 2.3931 1.4816 -1.7124  0.179
H 1.5926 -0.4751 1.8376  0.108
H -0.5651 0.0559 1.2504  0.064
H -3.2765 0.8262 0.5618  0.095
H -2.2735 1.2772 1.9067  0.025
H -2.2076 2.1609 0.3515  0.111
H -1.5356 -0.8864 0.2670  0.146
H 1.7312 -1.0293 -1.9810  0.174
H 0.6391 -1.6773 -0.0610  0.164
H -0.7217 1.3683 -1.2352  0.140

---

--- B ---
ORCA calculation (ωB97M-V/def2-TZVPD) on the ion C4H10N3O with charge +1.

Output
E_LUMO ... -3.0 eV
Structure (SMILES) ... [NH2+]=CNNC/C=C\O
Charge ... +1

Each line ends with the Löwdin charge.
Geometry (Å):
N 0.7432 1.4027 -2.5830  0.164
C -0.0131 1.4902 -1.4983  -0.159
N -0.2369 0.5536 -0.6518  0.074
N 0.1886 -0.8167 -0.8131  -0.017
C -0.1118 -1.6404 0.2986  -0.224
C 0.2748 -1.2021 1.6659  -0.071
C -0.1478 -0.1382 2.3179  -0.103
O -1.2403 0.6041 1.7703  -0.019
H 0.8526 2.2899 -3.1623  0.174
H 0.9879 0.4330 -2.8810  0.141
H -0.3417 2.4760 -1.0689  0.188
H -0.9918 0.6056 -0.0307  0.100
H 1.1637 -0.8754 -1.1270  0.140
H 0.5942 -2.4721 0.0516  0.138
H -1.2592 -1.9228 0.1122  0.178
H 1.2066 -1.6755 2.1391  0.145
H 0.2758 0.3030 3.1354  0.095
H -1.9448 0.5851 2.3252  0.057

---

Referenced to the most stable arrangement, the calculated values in hartree are A 0.0204; B 0.0000.

---

--- A ---
ORCA calculation (ωB97M-V/def2-TZVPD) on an isolated molecule of C3H7N5.

Output
E_LUMO ... 0.6 eV
Structure (SMILES) ... CN(N)c1ncn[nH]1
Charge ... 0

Each line ends with the Löwdin charge.
Geometry (Å):
C -0.4474 0.1690 1.8623  -0.066
N -0.2692 0.7355 0.5292  -0.154
N 0.8692 1.7777 0.6243  0.089
C -0.2819 -0.1731 -0.4441  -0.489
N -0.6965 -1.4077 -0.3369  0.115
C -0.5074 -1.9292 -1.5549  -0.223
N 0.0687 -1.0738 -2.4152  0.037
N 0.1230 0.1168 -1.6751  0.062
H 0.3309 -0.5473 2.0432  0.074
H -0.1056 1.0837 2.4965  0.116
H -1.4145 -0.1577 1.9536  0.053
H 1.6404 1.2201 0.9872  0.077
H 0.9778 2.1018 -0.3407  0.059
H -0.9096 -2.8995 -1.8578  0.108
H 0.6221 0.9838 -1.8717  0.141

---

--- B ---
ORCA calculation (ωB97M-V/def2-TZVPD) on a cluster of 2 separate species, C3H7N5 in total.

Output
E_LUMO ... 0.5 eV
Charge ... 0

Each line ends with the Löwdin charge.
Geometry (Å):
C -0.4608 0.3403 -0.1394  -0.397
C 1.6488 0.9846 0.3093  -0.224
C 2.2160 -0.3384 -0.0414  -0.127
H -2.9758 -1.1502 0.0707  0.020
H -1.7025 -0.4101 1.2910  0.195
H -2.0862 1.3475 -0.7182  0.116
H 1.6904 1.0970 1.3408  0.082
H 2.3456 1.8929 0.0456  0.146
H 3.1117 -0.5909 -0.4585  0.072
H -0.4453 -1.7211 -0.1513  0.027
N -2.8558 -0.1995 0.5290  -0.024
N -1.8176 0.2822 -0.7958  -0.032
N 0.2723 1.4163 -0.0401  0.090
N 1.4160 -1.3481 -0.2631  0.053
N 0.0761 -1.0629 0.2569  0.002

---

Referenced to the most stable arrangement, the calculated values in hartree are A 0.0000; B 0.1472.

---

--- A ---
ORCA calculation (ωB97M-V/def2-TZVPD) on a structure of composition C3H7N5.

Output
E_LUMO ... -0.4 eV
Charge ... 0

Each line ends with the Löwdin charge.
Geometry (Å):
C 1.7299 -0.5524 0.3421  -0.323
C 0.2693 -0.3186 0.5050  -0.457
C -2.1907 -0.0001 -0.3915  -0.203
H 1.0408 1.0834 -0.7463  0.151
H 2.0855 -0.4152 -1.5613  0.159
H 2.1680 -0.5209 1.4643  0.149
H 1.9402 -1.5069 0.0132  0.058
H -3.1723 0.0972 -0.5848  0.054
H -1.0117 1.4479 -1.1949  0.131
H -1.0660 0.5449 2.1606  0.293
N 2.1693 0.4395 -0.6958  -0.043
N -0.4304 -1.3030 -0.0107  0.045
N -1.8875 -1.2206 -0.0647  0.036
N -1.3397 1.2290 -0.1973  -0.055
N -0.3046 0.9958 0.9622  0.003

---

--- B ---
ORCA calculation (ωB97M-V/def2-TZVPD) on an isolated molecule of C3H7N5.

Output
E_LUMO ... 0.0 eV
Structure (SMILES) ... [H]/N=c1/cnn(C)n1N
Charge ... 0

Each line ends with the Löwdin charge.
Geometry (Å):
H -2.4956 0.9346 1.5785  0.061
N -1.5166 1.4223 1.7791  0.075
C -0.5140 1.1241 0.8503  -0.310
C 0.9192 1.3856 1.1171  -0.058
N 1.6770 0.3427 0.7061  0.039
N 0.8892 -0.7113 0.1642  -0.122
C 1.2348 -0.9281 -1.2492  -0.129
N -0.4257 0.0153 -0.0793  -0.237
N -1.6252 -0.5841 -0.2971  -0.009
H 1.5805 2.2897 1.3653  0.132
H 0.2096 -1.1841 -1.8160  0.086
H 2.0412 -1.7547 -1.6818  0.121
H 1.6225 0.0883 -1.6910  0.097
H -2.0833 -1.4421 0.4776  0.206
H -1.5133 -0.9983 -1.2238  0.049

---

Referenced to the most stable arrangement, the calculated values in hartree are A 0.0803; B 0.0000.